This record from the Open Molecules 2025 dataset describes 10 unconnected molecules or ions with the total composition C36H84Br12O16P4 in a non-equilibrium geometry. The level of theory is ωB97M-V/def2-TZVPD.

Each line ends with the Mulliken charge.
Atoms and positions in Å:
Br -1.91492 10.73231 -0.91065  -0.17
C -1.25626 8.88346 -0.72907  -0.64
C -2.15014 7.97471 0.08131  -0.51
Br -1.32823 6.19298 -0.02223  -0.03
H -0.24866 8.96222 -0.32087  0.29
H -1.06886 8.41266 -1.69413  0.35
H -3.13815 7.86199 -0.36505  0.36
H -2.19214 8.31614 1.11560  0.38
Br 2.21355 3.46537 1.42046  -0.06
C 3.64016 2.47388 0.41196  -0.43
C 3.72904 0.96029 0.75005  -0.31
Br 5.37060 0.11584 0.00557  -0.19
H 4.59005 2.97837 0.58890  0.45
H 3.45295 2.62880 -0.65061  0.14
H 2.86426 0.50598 0.26647  -0.12
H 3.88322 0.85889 1.82432  0.53
Br -1.63315 4.65850 -3.89640  -0.10
C -2.66496 3.29175 -5.00268  -0.55
C -3.66510 4.10045 -5.60749  -0.55
Br -5.17503 2.98679 -6.12275  -0.18
H -2.96656 2.51532 -4.29961  0.31
H -1.94345 2.78395 -5.64272  0.39
H -3.34731 4.59702 -6.52429  0.37
H -4.10864 4.80996 -4.90895  0.33
Br 2.71554 -5.02959 6.03721  -0.17
C 1.68496 -6.02173 4.53443  -0.07
C 2.67032 -6.86146 3.65742  -0.59
Br 3.77764 -8.06297 4.83607  -0.17
H 1.31326 -5.24148 3.87023  -0.15
H 0.85667 -6.62794 4.90122  0.46
H 3.45648 -6.19121 3.30983  0.43
H 2.21735 -7.44101 2.85304  0.31
Br -2.99905 1.18754 6.28624  -0.20
C -4.07898 1.66899 4.69333  -0.40
C -4.93992 0.48229 4.33124  -0.01
Br -6.02781 1.02975 2.74701  -0.20
H -3.41647 2.01677 3.90072  0.14
H -4.80978 2.44840 4.90908  0.47
H -5.61363 0.20126 5.14071  0.54
H -4.38981 -0.38978 3.97772  -0.31
Br -1.17417 3.86929 3.01088  -0.15
C 0.30040 3.92574 4.43474  -0.69
C -0.25951 3.99835 5.89967  -0.44
Br 1.10289 4.69476 7.10704  -0.16
H 0.89275 4.80005 4.16493  0.44
H 0.86762 3.00839 4.27712  0.39
H -0.53588 2.99192 6.21404  0.22
H -1.17007 4.59719 5.88065  0.35
C 8.33517 5.72003 -1.09473  -1.30
C 7.17274 6.02822 -0.20350  -0.42
O 5.94197 5.45033 -0.61694  -0.01
P 5.19269 5.99559 -2.02549  0.78
O 5.95527 6.15372 -3.30069  -0.76
O 4.57664 7.43175 -1.46712  -0.44
C 3.61323 7.52777 -0.43032  -0.20
C 4.05859 6.83878 0.85874  -0.58
O 3.95258 4.98697 -2.07473  0.05
C 2.95055 5.15510 -2.96878  -0.62
C 1.74948 4.25746 -2.48160  -0.05
H 8.34367 4.65320 -1.31812  0.29
H 8.24394 6.26960 -2.03161  0.33
H 9.23966 6.03583 -0.57486  0.39
H 7.27115 5.66833 0.82066  0.40
H 7.12441 7.11669 -0.17184  0.33
H 3.46644 8.59937 -0.29531  0.39
H 2.62369 7.24722 -0.79116  0.13
H 5.09635 7.01546 1.14150  0.16
H 3.43826 7.17283 1.69042  0.45
H 3.92588 5.78039 0.63445  -0.10
H 2.72936 6.22240 -2.97589  0.46
H 3.24462 4.81645 -3.96223  0.27
H 0.91891 4.64420 -3.07209  -0.05
H 1.78844 3.16996 -2.54424  0.01
H 1.55775 4.49368 -1.43491  0.05
C -2.96589 -2.79298 -2.68713  -0.88
C -2.26205 -3.96393 -3.27313  0.11
O -1.62210 -3.38931 -4.44655  -0.47
P 0.04345 -3.37554 -4.53423  0.39
O 0.62748 -3.10131 -5.88267  -0.80
O 0.56888 -2.52028 -3.27596  0.48
C 0.56242 -1.07419 -3.35272  -0.42
C 1.70506 -0.58192 -2.48445  0.23
O 0.37062 -4.88239 -4.01517  -0.21
C 1.59527 -5.50852 -4.23623  -0.43
C 2.64617 -5.03576 -3.25417  -0.75
H -3.64944 -2.98424 -1.85992  0.30
H -2.20275 -2.09720 -2.33838  -0.10
H -3.52930 -2.25397 -3.44881  0.37
H -1.55748 -4.41272 -2.57293  0.04
H -2.94169 -4.72834 -3.64977  0.37
H 0.68671 -0.75457 -4.38736  0.65
H -0.35077 -0.67008 -2.91580  0.02
H 2.70235 -0.80037 -2.86629  0.51
H 1.64931 0.47796 -2.23617  -0.47
H 1.61871 -1.09156 -1.52482  -0.45
H 1.43573 -6.56988 -4.04606  0.31
H 1.87903 -5.39025 -5.28198  0.44
H 3.59751 -5.56722 -3.27892  0.45
H 2.81355 -3.96038 -3.31451  0.17
H 2.34751 -5.19747 -2.21843  0.02
C -5.30620 -6.70526 1.82627  -1.32
C -3.95021 -6.85753 1.14568  0.05
O -2.94554 -7.11847 2.03418  -0.31
P -1.57262 -6.25722 1.96873  -0.39
O -0.69453 -6.71754 3.08106  -0.67
O -1.01622 -6.46152 0.44450  0.24
C 0.04082 -7.36836 0.29051  -0.12
C 0.08446 -7.68566 -1.26537  -1.11
O -2.08216 -4.68691 2.08558  0.86
C -2.01218 -4.03164 3.27450  -0.53
C -3.13840 -3.01032 3.41966  -1.12
H -5.70154 -7.45964 2.50650  0.34
H -5.43170 -5.75447 2.34429  0.24
H -6.05320 -6.68689 1.03269  0.39
H -3.86314 -7.55739 0.31459  0.43
H -3.75280 -5.98714 0.51994  -0.01
H 0.97071 -6.99268 0.71743  0.16
H -0.08478 -8.33706 0.77419  0.41
H 0.35487 -6.77821 -1.80529  0.02
H 0.93176 -8.31859 -1.52913  0.43
H -0.87687 -8.02831 -1.64819  0.33
H -2.21180 -4.73488 4.08303  0.53
H -0.98563 -3.67897 3.37402  0.27
H -3.61518 -2.79605 2.46317  -0.13
H -3.92311 -3.39919 4.06859  0.61
H -2.77051 -2.13366 3.95278  0.33
C -5.01215 -1.20728 0.29061  -1.67
C -3.74811 -0.54231 0.16012  0.60
O -2.66911 -1.44731 0.43538  0.80
P -1.36387 -0.72580 1.18446  -0.25
O -1.73932 0.03133 2.39032  -0.58
O -0.38781 -2.03375 1.45561  -0.14
C 0.05360 -2.91242 0.39396  2.07
C 1.58985 -3.12322 0.56628  -1.41
O -0.63179 0.12446 -0.00550  0.47
C -0.70309 1.54660 0.07588  0.55
C -1.96042 2.22934 -0.50775  -0.27
H -4.97808 -2.19033 -0.17903  0.16
H -5.15345 -1.43593 1.34695  0.33
H -5.87450 -0.59309 0.03130  0.43
H -3.60998 -0.12728 -0.83826  0.05
H -3.85534 0.22404 0.92778  -0.11
H -0.48467 -3.86018 0.40458  -0.49
H -0.05674 -2.33473 -0.52375  -0.78
H 2.10543 -2.21811 0.24525  0.08
H 1.92161 -3.47597 1.54280  0.43
H 1.81235 -3.75251 -0.29545  0.16
H -0.50461 1.92324 1.07930  -0.05
H 0.04903 1.91264 -0.62300  -0.18
H -2.22599 1.98231 -1.53563  -0.04
H -2.66590 1.88840 0.24998  0.04
H -1.96427 3.31542 -0.41547  -0.06

Its SMILES is CCOP(=O)(OCC)OCC.CCOP(=O)(OCC)OCC.CCOP(=O)(OCC)OCC.CCOP(=O)(OCC)OCC.BrCCBr.BrCCBr.BrCCBr.BrCCBr.BrCCBr.BrCCBr. The value obtained for the relative energy (zero: lowest compared OMol25 entry of this formula, charge and spin) is 16.75 kcal per mole. Its total energy is -34879.8243 Ha. Its gap between HOMO and LUMO is 9.607 eV.